Entry from the Open Molecules 2025 dataset: a structure of composition C30H80O10 in a non-equilibrium geometry (ωB97M-V/def2-TZVPD).

The geometry in XYZ format:
```
120
Properties=species:S:1:pos:R:3
H -2.22 -5.11 2.93
H -1.44 -1.93 3.88
O 3.12 -2.08 -0.91
H 2.02 -0.72 5.32
O 2.03 1.34 0.56
H -3.06 1.60 -1.65
C -1.41 1.83 0.89
H 0.02 1.33 -3.70
H -0.29 -0.26 -1.60
H -1.93 2.22 -4.24
H -0.11 -1.50 2.01
H 0.63 -3.25 3.64
H 1.34 -4.20 2.28
H 1.19 2.03 1.86
H -1.60 -0.73 5.17
H -2.86 1.84 -2.82
O -3.95 -1.19 0.12
H 0.84 -2.62 2.09
H 0.25 1.39 -1.26
H -2.04 0.33 -1.02
H -1.59 4.23 -2.41
H 1.50 -0.20 2.13
H -0.40 -1.11 -3.22
H -2.32 2.16 0.38
H 0.61 -2.38 -0.65
O -1.87 2.92 2.95
H 1.03 -3.80 -1.52
H -2.97 1.35 0.08
H -1.31 1.83 -2.80
H -1.67 3.68 3.50
H 2.80 -0.10 -2.81
H -0.58 1.72 0.19
H 1.87 3.56 -2.67
H 2.95 -2.80 1.80
H 1.36 1.30 -1.97
C 0.42 -1.03 4.39
H -0.81 0.05 -1.93
C 2.79 1.71 -0.54
O -1.96 -0.23 -5.11
H -1.57 0.85 1.33
H 2.50 -2.51 -2.94
C -0.29 0.53 -0.85
H -1.48 -2.12 1.40
H -0.82 -4.58 1.20
C 0.36 0.00 0.47
H 0.30 1.28 3.19
C -3.00 0.83 -0.88
H 0.39 0.82 1.19
H 4.27 -1.68 -0.10
C -4.11 -0.23 -0.87
C 0.53 -3.53 2.59
H 2.70 -1.98 -0.05
C -2.62 1.49 -3.82
H 3.11 -0.20 -1.26
H -5.91 0.99 -1.54
O 1.64 -2.08 0.37
H 3.41 -0.26 0.22
C 0.47 2.22 2.66
C -2.08 0.07 -3.72
H 1.64 0.08 -1.45
C -0.25 2.03 -2.91
H 4.46 -0.91 1.53
H 1.00 -0.55 -2.91
H 0.32 1.74 -2.03
O 1.68 -0.28 0.03
H -5.65 0.96 0.15
C -0.85 2.77 2.00
H -1.46 -1.09 1.03
H 2.65 1.25 1.29
C 3.78 -1.16 0.72
H 0.91 -1.86 3.87
C -5.58 0.33 -0.74
H 3.32 2.62 -0.28
H 1.75 3.13 -4.42
C -0.72 -0.09 -3.01
H 0.13 -2.45 -2.32
H 1.29 -1.24 0.06
C 1.93 -1.13 2.49
H 1.45 4.82 -3.84
C 1.37 3.76 -3.61
H -1.98 -2.38 3.07
H -0.92 -2.32 5.49
H 4.43 0.32 -0.02
C -0.38 -1.25 0.99
C 2.59 -1.86 1.38
H -6.30 -0.49 -0.67
C 1.92 2.17 -1.63
H -0.19 -2.11 0.35
C 0.93 -2.72 -1.63
C -0.85 -4.06 2.15
H -1.87 -1.18 -5.28
C 1.92 -0.51 -2.32
H -0.19 1.00 3.90
C 3.78 0.57 -0.86
H -0.57 3.60 -4.39
H -2.78 -0.49 -3.09
H 1.40 0.56 3.27
H 1.26 3.02 -1.44
H 2.17 0.55 -0.02
C -0.96 -1.51 4.76
H -1.29 0.95 -0.72
C -0.09 3.46 -3.42
H 0.85 2.94 3.40
H -2.81 -3.22 1.80
O 1.09 -0.69 5.56
H -3.91 -0.80 -1.78
H 1.10 -1.68 2.94
H 2.72 -0.83 3.17
O -0.64 4.38 -2.46
C 2.20 -2.02 -2.02
C 0.40 0.18 3.49
O -1.29 -4.98 3.12
H 0.07 0.55 -3.40
H -3.57 1.49 -4.35
H 0.04 -0.14 2.51
H 2.47 2.58 -2.48
H 4.52 0.90 -1.59
H -0.68 3.78 1.61
H -4.08 -0.69 0.93
C -1.83 -2.87 2.11
```

Computed properties:
DFT total energy (Eh): -1940.803862
LUMO (eV): 0.21
HOMO-LUMO gap (eV): 8.35
HOMO (eV): -8.144
ΔE to the lowest compared entry with this formula, charge and spin (kcal/mol): 1643.3
Spin multiplicity: 1

Atom charges from the Mulliken analysis, given in e for atoms 1 to 8:
1 H 0.3899
2 H -0.0124
3 O -0.6382
4 H 0.4121
5 O -0.7962
6 H -0.2278
7 C -1.2825
8 H 0.0860